# C3H7N3S

A single C3H7N3S molecule at a distorted geometry (ωB97M-V/def2-TZVPD, the OMol25 dataset).

As for the HOMO energy: -8.2 eV. Its gap between HOMO and LUMO is 0.30991 hartree. As for the energy above the lowest of the compared OMol25 structures with the same formula, charge and spin: 4.7961 eV. Its net charge is 0. The LUMO energy comes out at 0.008 Ha.

Positions of all 14 atoms, in Å:
C: 0.163 -1.826 -0.148
N: 0.160 -0.462 0.386
C: -1.024 0.405 0.284
C: -0.389 1.747 -0.088
N: 0.997 1.555 0.022
N: 1.220 0.383 0.139
S: 3.132 -0.330 -0.114
H: -0.484 -2.384 0.582
H: -0.287 -1.753 -1.087
H: 1.173 -2.201 -0.202
H: -1.674 0.530 1.282
H: -1.504 0.035 -0.564
H: -0.648 1.902 -1.144
H: -0.833 2.400 0.653

Results of the Löwdin charge analysis, in e, for atoms 1 through 5:
1 C -0.052
2 N -0.166
3 C -0.134
4 C -0.180
5 N 0.034